1.
Formula: C39H75InNO17
Source: the Open Molecules 2025 dataset
Level of theory: wB97M-V/def2-TZVPD

Summary:
Orbital gap = 6.3 eV
Energy = -3054.953428 Eh
F_max = 3.0 eV Å⁻¹
Charge = -1

Element x y z (Å)
1 C -1.8204 0.4234 -6.1330
2 C -2.3116 -1.0758 -6.0789
3 O -1.2719 -2.0686 -6.0796
4 C -0.2043 -1.7784 -5.1624
5 C -0.6706 -1.4829 -3.6598
6 O -0.2891 -0.1457 -3.3659
7 In -1.2937 0.6734 -1.7266
8 C -1.0915 2.9406 -1.9260
9 C -1.2783 3.3631 -3.4450
10 C -3.4511 0.0788 -1.5104
11 C -4.1952 -0.3063 -2.8462
12 C -5.7948 -0.3124 -2.7028
13 C -6.3841 1.0611 -2.1953
14 C -6.6789 0.9651 -0.6499
15 N -7.0176 2.3252 -0.1146
16 C -0.3048 0.1869 0.2898
17 C -0.8312 1.3050 1.2554
18 C -0.0295 2.5583 1.3386
19 C -0.4483 3.6936 2.1775
20 C -1.7100 3.5757 2.9535
21 C -2.5141 2.3401 2.9018
22 C -2.0658 1.2129 2.0439
23 C -2.9908 -0.0567 1.9949
24 H -2.4915 0.9580 -6.8693
25 H -1.9953 0.9430 -5.1478
26 H -0.7752 0.5522 -6.5037
27 H -2.9056 -1.2501 -7.0274
28 H -3.0091 -1.3112 -5.2337
29 H 0.4687 -0.9376 -5.5100
30 H 0.4616 -2.6953 -5.1641
31 H -0.0783 -2.2101 -3.0132
32 H -1.7556 -1.7167 -3.4795
33 H -0.0256 3.1605 -1.6330
34 H -1.8494 3.3858 -1.2318
35 H -0.4562 2.9727 -4.1102
36 H -2.2738 3.0040 -3.8228
37 H -1.2574 4.4847 -3.5406
38 H -3.4991 -0.7716 -0.7649
39 H -3.9675 0.9497 -1.0005
40 H -3.9339 -1.3911 -3.0512
41 H -3.8579 0.3079 -3.7215
42 H -6.1764 -0.5312 -3.7414
43 H -6.0259 -1.1835 -2.0244
44 H -5.7003 1.9288 -2.3816
45 H -7.3924 1.1772 -2.6938
46 H -7.5352 0.2512 -0.4498
47 H -5.8157 0.5887 -0.0389
48 H -6.9704 2.3151 0.9113
49 H -6.2703 2.9612 -0.4192
50 H 0.8103 0.2919 0.2555
51 H -0.6428 -0.8124 0.6856
52 H 0.8959 2.6019 0.7120
53 H 0.1511 4.6348 2.2347
54 H -2.0285 4.4613 3.5665
55 H -3.4790 2.2427 3.4673
56 H -3.9738 0.2310 1.5232
57 H -2.4749 -0.8894 1.4590
58 H -3.2462 -0.4292 3.0321
59 C -2.7130 6.7850 1.0599
60 C -1.6409 7.4672 1.8848
61 O -1.6448 8.8887 1.6723
62 C -2.6107 9.5628 2.2995
63 O -3.4563 9.0956 3.0194
64 O -2.4928 10.8598 1.9707
65 C -3.5288 11.6841 2.4993
66 H -2.6150 7.0536 0.0059
67 H -2.6425 5.7006 1.1584
68 H -3.7117 7.0930 1.3746
69 H -0.6604 7.1087 1.5704
70 H -1.7435 7.2372 2.9480
71 H -3.6234 11.5603 3.5785
72 H -4.4738 11.4568 2.0035
73 H -3.2662 12.7203 2.2907
74 C 5.8201 2.0741 4.1581
75 C 4.5099 1.3275 4.3212
76 O 3.7908 1.2682 3.0849
77 C 4.2373 0.3729 2.1987
78 O 5.1724 -0.3777 2.3518
79 O 3.4848 0.4691 1.1002
80 C 3.9131 -0.3666 0.0242
81 H 5.6463 3.0601 3.7221
82 H 6.3179 2.1939 5.1220
83 H 6.4969 1.5434 3.4865
84 H 3.8727 1.8628 5.0255
85 H 4.6657 0.3240 4.7248
86 H 4.0072 -1.4060 0.3395
87 H 4.8599 0.0000 -0.3758
88 H 3.1592 -0.3114 -0.7599
89 C 4.5829 -3.0993 3.6646
90 C 5.9256 -2.6683 4.2228
91 O 6.1373 -3.2202 5.5345
92 C 6.4871 -4.5065 5.5697
93 O 6.6450 -5.2301 4.6176
94 O 6.6101 -4.8687 6.8564
95 C 6.8873 -6.2555 7.0427
96 H 3.7806 -2.8539 4.3645
97 H 4.3862 -2.6082 2.7132
98 H 4.5477 -4.1788 3.5067
99 H 5.9404 -1.5855 4.3324
100 H 6.7460 -2.9358 3.5533
101 H 7.7569 -6.5686 6.4642
102 H 6.0127 -6.8489 6.7712
103 H 7.0998 -6.4115 8.0992
104 C 9.9861 -6.2039 2.4645
105 C 9.9548 -6.2622 3.9788
106 O 10.8203 -7.2963 4.4746
107 C 12.1245 -7.0075 4.4712
108 O 12.6257 -5.9755 4.1039
109 O 12.7884 -8.0804 4.9287
110 C 14.2072 -7.9417 4.8859
111 H 9.7615 -7.1845 2.0394
112 H 9.2598 -5.4798 2.0927
113 H 10.9738 -5.9171 2.0999
114 H 8.9469 -6.5131 4.3092
115 H 10.2106 -5.2981 4.4245
116 H 14.5332 -7.0336 5.3935
117 H 14.5496 -7.9454 3.8499
118 H 14.6393 -8.7998 5.3987
119 C -11.0734 -1.1392 -8.5528
120 C -11.0878 -1.2113 -7.0380
121 O -10.2288 -2.2531 -6.5612
122 C -8.9189 -1.9710 -6.5776
123 O -8.4196 -0.9384 -6.9439
124 O -8.2578 -3.0481 -6.1369
125 C -6.8359 -2.9181 -6.1942
126 H -11.3111 -2.1140 -8.9843
127 H -11.7977 -0.4054 -8.9105
128 H -10.0876 -0.8573 -8.9255
129 H -12.0939 -1.4574 -6.6964
130 H -10.8185 -0.2535 -6.5869
131 H -6.4979 -2.0163 -5.6836
132 H -6.5051 -2.9165 -7.2339
133 H -6.4002 -3.7811 -5.6937

=====

2.
Formula: C39H78BFNO15P
Source: the Open Molecules 2025 dataset
Level of theory: wB97M-V/def2-TZVPD

Summary:
Orbital gap = 8.7 eV
SMILES string = C[C@@H](F)CP(CCCO)(CCCCOC=O)(CCC(=O)Nc1ccccc1)CB(O)O.COCCOCCOC.COCCOCCOC.COCCOCCOC
Energy = -3181.959041 Eh
F_max = 3.5 eV Å⁻¹

Element x y z (Å)
1 C 1.6280 -6.1021 1.5104
2 C 0.6246 -4.9658 1.0642
3 F 1.2203 -3.7469 1.5686
4 C 0.4800 -4.8619 -0.5287
5 P -1.2960 -5.1277 -1.1704
6 C -1.4322 -6.7860 -0.2836
7 C -0.2700 -7.8275 -0.6885
8 C -0.9157 -9.1692 -1.2696
9 O 0.0421 -9.9509 -1.9936
10 C -1.7071 -3.4010 -0.5510
11 C -1.2007 -2.2007 -1.4640
12 C -2.0899 -1.9440 -2.7380
13 C -1.8452 -0.4890 -3.2791
14 O -0.4441 -0.2842 -3.5895
15 C -0.2700 -0.3683 -4.9683
16 O 0.7294 0.0861 -5.4474
17 C -3.1169 -5.2942 -1.7359
18 C -4.2912 -5.4943 -0.7230
19 C -4.1286 -5.2058 0.7889
20 O -3.7550 -6.0129 1.6085
21 N -4.5647 -3.8837 1.2720
22 C -4.0000 -3.5328 2.5589
23 C -2.9427 -2.5074 2.5740
24 C -2.2796 -2.0690 3.7991
25 C -2.6748 -2.6572 5.0690
26 C -3.7501 -3.6354 5.0855
27 C -4.3947 -4.0591 3.8552
28 C -0.7846 -5.3496 -2.9806
29 B 0.4597 -4.5298 -3.5362
30 O 0.3822 -3.2948 -4.2181
31 O 1.7889 -5.0667 -3.4015
32 H 1.0841 -7.0064 1.8946
33 H 2.1914 -5.7035 2.4017
34 H 2.3945 -6.3403 0.7363
35 H -0.3646 -5.0257 1.5827
36 H 1.2584 -5.5671 -0.9143
37 H 0.8995 -3.8285 -0.7248
38 H -1.4464 -6.7435 0.8297
39 H -2.3543 -7.3730 -0.5654
40 H 0.3569 -7.4405 -1.5400
41 H 0.3351 -8.1552 0.1878
42 H -1.4177 -9.7684 -0.4657
43 H -1.7036 -8.8288 -2.0006
44 H 0.2787 -9.4428 -2.7873
45 H -2.8119 -3.1816 -0.4653
46 H -1.3152 -3.1640 0.4801
47 H -1.3217 -1.2759 -0.8239
48 H -0.1220 -2.2401 -1.7388
49 H -2.0280 -2.7385 -3.5190
50 H -3.1620 -1.9515 -2.3717
51 H -2.1140 0.2414 -2.4637
52 H -2.5205 -0.2516 -4.1406
53 H -1.0504 -0.8838 -5.5872
54 H -3.3535 -4.3882 -2.3713
55 H -3.1506 -6.1554 -2.4703
56 H -5.1732 -4.8803 -1.0769
57 H -4.6599 -6.5571 -0.8127
58 H -5.5889 -3.8809 1.3241
59 H -2.6187 -2.0263 1.6282
60 H -1.4676 -1.3063 3.7013
61 H -2.1629 -2.3616 6.0073
62 H -4.0771 -4.0919 6.0418
63 H -5.2196 -4.8159 3.8661
64 H -0.6144 -6.4298 -3.2662
65 H -1.6659 -5.0393 -3.6165
66 H 1.2373 -2.8335 -4.1793
67 H 2.2639 -4.5274 -2.7457
68 C -0.0794 3.3223 -5.7489
69 O -1.2123 3.8006 -6.4532
70 C -1.0541 5.0888 -7.0201
71 C -1.4845 5.1349 -8.4799
72 O -0.6893 4.3864 -9.3948
73 C -0.6742 2.9677 -9.2692
74 C -1.9925 2.2512 -9.5336
75 O -2.9667 2.5376 -8.5407
76 C -4.2331 2.8999 -9.0570
77 H -0.1477 3.6125 -4.6958
78 H -0.0781 2.2337 -5.8097
79 H 0.8595 3.6820 -6.1788
80 H -0.0203 5.4411 -6.9371
81 H -1.6897 5.7759 -6.4470
82 H -1.3988 6.1746 -8.8105
83 H -2.5385 4.8795 -8.5945
84 H -0.2477 2.6740 -8.3099
85 H 0.0384 2.6220 -10.0243
86 H -1.8147 1.1713 -9.5142
87 H -2.3506 2.5158 -10.5355
88 H -4.1524 3.4683 -9.9882
89 H -4.7281 3.5332 -8.3192
90 H -4.8431 2.0051 -9.2167
91 C 1.8031 -0.7271 2.3633
92 O 2.2260 -0.4020 3.6759
93 C 3.5833 -0.7027 3.9476
94 C 4.3176 0.4644 4.5937
95 O 4.5017 1.6204 3.7819
96 C 3.3463 2.3508 3.3810
97 C 2.5514 3.0232 4.4930
98 O 1.9177 2.0772 5.3426
99 C 2.1102 2.3173 6.7228
100 H 1.4093 -1.7462 2.3426
101 H 1.0010 -0.0380 2.0859
102 H 2.6065 -0.6176 1.6289
103 H 4.1169 -1.0076 3.0408
104 H 3.5943 -1.5504 4.6443
105 H 5.3281 0.1187 4.8329
106 H 3.8704 0.7385 5.5498
107 H 2.7049 1.7336 2.7512
108 H 3.7220 3.1442 2.7272
109 H 1.7643 3.6357 4.0437
110 H 3.2153 3.6896 5.0564
111 H 3.0988 2.7359 6.9355
112 H 2.0311 1.3621 7.2444
113 H 1.3311 2.9880 7.0991
114 C 3.7208 7.4516 7.9525
115 O 4.0039 7.9492 6.6590
116 C 4.3964 6.9613 5.7216
117 C 3.6325 7.0697 4.4085
118 O 2.2374 6.7835 4.4643
119 C 1.4098 7.6613 5.2215
120 C 1.2981 9.0929 4.7124
121 O 2.5217 9.8014 4.8355
122 C 2.9112 10.4963 3.6658
123 H 4.6274 7.4672 8.5649
124 H 2.9795 8.1079 8.4131
125 H 3.3028 6.4411 7.9254
126 H 4.2746 5.9509 6.1277
127 H 5.4634 7.1142 5.5175
128 H 4.0509 6.3219 3.7273
129 H 3.8037 8.0312 3.9241
130 H 1.6894 7.6347 6.2749
131 H 0.4087 7.2214 5.1740
132 H 0.5526 9.6221 5.3142
133 H 0.9449 9.0786 3.6746
134 H 2.6252 9.9634 2.7541
135 H 3.9984 10.5862 3.6749
136 H 2.4765 11.5006 3.6641

=====

Question: Look up the orbital gap of the second one.
Answer: 8.7 eV

=====

Question: Look up the orbital gap of the second one.
Answer: 8.7 eV

=====

Question: The lowest F_max belongs to which entry?
Answer: C39H75InNO17